The following is a DFT calculation (the ωB97M-V functional and the def2-TZVPD basis) of 2 unconnected molecules or ions with the total composition C6H12N2 in a non-equilibrium geometry.

The geometry in XYZ format:
```
20
Properties=species:S:1:pos:R:3:forces:R:3
C 1.05794 0.66120 -1.19113 0.892 -3.600 2.977
C -0.15318 1.08936 -0.48841 -4.168 1.873 -2.562
C -1.31478 1.37046 -1.29400 0.872 0.497 2.443
N -2.16955 2.17279 -0.49482 3.952 -2.914 1.848
C -1.62900 2.24748 0.77574 3.845 -2.277 -1.136
N -0.31852 1.62713 0.72866 -3.259 1.517 1.276
H 1.76736 1.37228 -1.07198 1.936 3.207 -1.036
H 0.96963 0.16107 -2.13523 -0.254 0.335 -0.508
H 1.70177 -0.01233 -0.53544 -1.332 -0.078 -0.616
H -1.56825 0.88874 -2.22033 -0.299 0.618 -0.329
H -3.00537 2.55023 -0.74336 -2.776 0.951 -0.883
H -2.11606 2.48370 1.76037 0.526 0.241 -1.652
C 1.52250 -2.26180 0.54308 -0.212 -0.132 -0.849
C 0.17941 -2.02916 1.26721 0.006 3.945 -0.332
H 1.37802 -2.12444 -0.51350 -0.842 -1.472 -1.006
H 2.31411 -1.48771 0.40495 -0.262 -0.183 2.256
H 1.92654 -3.23464 0.82919 0.292 0.190 -0.534
H 0.08328 -2.50975 2.22215 0.053 -0.333 0.316
H -0.78676 -2.07354 0.70482 1.075 -0.860 -0.015
H 0.16092 -0.89107 1.45201 -0.043 -1.526 0.344
```
Positions in Å, forces in eV/Å.

Calculated values
Energy relative to the best compared isomer or geometry (same formula, charge and spin) in kcal/mol: 61.1
E_LUMO in eV: 0.931
E in eV: -9394.20009
HOMO level in eV: -8.17
Max |F| in eV/A: 5.2